# 1
ORCA calculation (ωB97M-V/def2-TZVPD) on a cluster of 2 separate species, C6H14O5SSi in total at a distorted geometry.

Calculated values
Kohn-Sham gap (spin up / spin down): 7.187 / 6.175 eV
E: -1300.84188 a.u.
ΔE to the lowest compared entry with this formula, charge and spin: 63.3 kcal/mol

```
! RIJCOSX wB97M-V def2-TZVPD def2/J DEFGRID3
* xyz 0 1
C 2.199 0.187 -0.196
C 2.180 2.541 -0.117
C -2.284 -3.133 -0.942
C -0.513 0.058 2.735
C -1.814 1.423 -1.430
C 2.057 -0.949 -1.022
O 2.667 0.169 0.941
O 1.842 1.411 -0.802
O -1.950 -1.826 -0.597
O -0.902 -0.916 1.759
O -1.264 0.777 -0.247
Si -0.966 -0.772 0.113
S 2.989 -2.375 -0.597
H 2.202 2.503 1.037
H 1.396 3.342 -0.279
H 3.108 2.922 -0.565
H -3.136 -3.549 -0.321
H -1.449 -3.910 -0.768
H -2.591 -3.004 -2.021
H -0.965 1.001 2.464
H 0.569 0.294 2.565
H -1.089 -0.201 3.724
H -2.828 1.888 -1.022
H -2.012 0.598 -2.181
H -0.966 2.051 -1.661
H 1.716 -0.802 -1.973
H 3.501 -1.711 0.343
*
```


# 2
ORCA calculation (ωB97M-V/def2-TZVPD) on a cluster of 2 separate species, C6H14OS in total at a distorted geometry.

Calculated values
Kohn-Sham gap: 9.829 eV
E: -710.37100 a.u.
SMILES: CC(C)(C)C=O.CS
ΔE to the lowest compared entry with this formula, charge and spin: 28.6 kcal/mol

```
! RIJCOSX wB97M-V def2-TZVPD def2/J DEFGRID3
* xyz 0 1
C -2.169 0.144 1.712
C -2.280 -0.284 -0.766
C -0.120 -0.663 0.496
C 4.071 0.026 -1.526
C -0.868 1.529 0.098
C -1.369 0.122 0.434
O -1.286 2.248 -0.806
S 3.309 -0.909 -0.128
H -1.716 0.892 2.446
H -2.107 -0.853 2.256
H -3.254 0.344 1.731
H -3.067 0.411 -0.715
H -2.751 -1.233 -0.489
H -1.674 -0.139 -1.578
H -0.270 -1.670 0.940
H 0.297 -0.774 -0.563
H 0.625 -0.257 1.092
H 4.509 0.851 -1.007
H 3.272 0.393 -2.172
H 4.853 -0.657 -1.901
H -0.128 1.906 0.931
H 2.123 -1.426 -0.484
*
```


# 3
ORCA calculation (ωB97M-V/def2-TZVPD) on a structure of composition C6H15AlN3O8 at a distorted geometry.

Calculated values
Kohn-Sham gap: 2.263 eV
E: -1245.35082 a.u.

```
! RIJCOSX wB97M-V def2-TZVPD def2/J DEFGRID3
* xyz 1 1
Al 20.721 19.659 -25.423
N 25.598 20.505 -23.322
O 26.571 19.843 -23.747
O 24.448 20.197 -23.489
O 25.782 21.558 -22.680
N 22.753 24.759 -25.029
O 23.412 25.187 -24.086
O 22.646 25.491 -26.009
O 22.066 23.754 -24.970
C 24.245 22.404 -27.866
O 23.213 21.545 -28.220
C 22.645 21.828 -29.492
C 21.536 20.910 -29.860
N 20.318 21.188 -29.104
C 19.676 22.536 -28.963
C 18.226 22.262 -28.396
O 18.274 21.779 -27.037
C 16.977 21.877 -26.494
H 23.899 23.419 -28.060
H 25.179 22.306 -28.419
H 24.550 22.300 -26.824
H 23.513 21.739 -30.145
H 22.402 22.890 -29.520
H 21.720 19.854 -30.056
H 21.280 21.317 -30.839
H 19.700 20.761 -29.780
H 19.572 22.920 -29.978
H 20.324 23.179 -28.367
H 17.628 21.591 -29.014
H 17.876 23.294 -28.396
H 16.113 21.634 -27.111
H 16.860 22.813 -25.948
H 17.015 21.139 -25.693
*
```


# 4
ORCA calculation (ωB97M-V/def2-TZVPD) on a structure of composition C6H15B2F8KN at a distorted geometry.

Calculated values
Kohn-Sham gap: 8.639 eV
E: -1741.51204 a.u.

```
! RIJCOSX wB97M-V def2-TZVPD def2/J DEFGRID3
* xyz -1 1
K 1.076 -1.634 -1.158
B 2.311 -1.362 2.220
F 1.960 -1.667 3.566
F 2.341 -0.035 1.849
F 3.544 -1.791 2.088
F 1.489 -2.077 1.320
B 3.932 -0.222 -0.998
F 4.928 0.152 -1.890
F 4.182 0.221 0.271
F 2.711 0.264 -1.407
F 3.888 -1.658 -0.980
C -0.953 2.591 0.232
C -0.198 1.255 0.067
N -1.021 0.173 -0.455
C -2.048 -0.213 0.488
C -1.475 -0.785 1.850
C -1.647 0.533 -1.702
C -2.282 -0.752 -2.286
H -1.370 2.708 1.232
H -1.814 2.718 -0.425
H -0.210 3.371 0.070
H 0.567 1.439 -0.687
H 0.279 0.922 0.989
H -2.670 0.648 0.732
H -2.724 -0.958 0.067
H -0.909 0.013 2.330
H -2.325 -1.023 2.489
H -0.871 -1.671 1.655
H -0.921 0.704 -2.497
H -2.354 1.358 -1.621
H -1.663 -1.630 -2.101
H -2.444 -0.706 -3.363
H -3.309 -0.884 -1.945
*
```


# 5
ORCA calculation (ωB97M-V/def2-TZVPD) on the molecule C6H15BOS at a distorted geometry.

Calculated values
Kohn-Sham gap: 10.044 eV
E: -735.96870 a.u.
SMILES: CCCSB(O)CCC
ΔE to the lowest compared entry with this formula, charge and spin: 0.0 kcal/mol

```
! RIJCOSX wB97M-V def2-TZVPD def2/J DEFGRID3
* xyz 0 1
B -0.912 -0.193 0.264
C -1.535 -3.955 1.367
C 1.734 3.587 -1.500
C -1.642 -1.505 0.760
C -0.803 -2.785 0.722
C 1.307 2.133 -1.328
C 1.219 1.767 0.147
O -1.789 0.884 -0.214
S 0.863 -0.017 0.434
H -2.482 -4.139 0.863
H -1.741 -3.741 2.413
H -0.936 -4.861 1.313
H 2.718 3.747 -1.066
H 1.777 3.845 -2.554
H 1.031 4.257 -1.010
H -2.575 -1.659 0.217
H -1.932 -1.325 1.801
H 0.140 -2.610 1.246
H -0.562 -3.027 -0.316
H 2.034 1.477 -1.811
H 0.344 1.970 -1.818
H 2.183 1.923 0.634
H 0.464 2.354 0.671
H -1.343 1.703 -0.429
*
```


# 6
ORCA calculation (ωB97M-V/def2-TZVPD) on a cluster of 2 separate species, C6H15BrN in total at a distorted geometry.

Calculated values
Kohn-Sham gap: 5.741 eV
E: -2866.01043 a.u.
ΔE to the lowest compared entry with this formula, charge and spin: 88.5 kcal/mol

```
! RIJCOSX wB97M-V def2-TZVPD def2/J DEFGRID3
* xyz 1 1
C 1.397 -1.820 0.877
C -0.921 -2.584 0.226
C 0.696 -1.655 -1.517
C -0.902 3.749 0.086
C -0.105 1.335 0.193
C 0.371 -2.009 -0.137
N -0.739 2.504 0.873
Br 1.831 1.619 0.143
H 1.650 -0.750 0.940
H 1.109 -2.174 1.861
H 2.339 -2.279 0.574
H -0.766 -3.619 0.550
H -1.639 -2.576 -0.587
H -1.337 -2.078 1.099
H 1.315 -2.441 -1.962
H -0.188 -1.541 -2.138
H 1.309 -0.753 -1.545
H -1.550 3.552 -0.767
H -1.341 4.537 0.694
H 0.070 4.078 -0.279
H -0.455 1.327 -0.845
H -1.665 2.190 1.183
H -0.178 2.702 1.710
*
```


Among the records above, which one has the lowest E? C6H15BrN


E of number 3 (C6H15AlN3O8)? -1245.35082 a.u.


E of number 4 (C6H15B2F8KN)? -1741.51204 a.u.


Which formula does entry 3 have? C6H15AlN3O8